An isolated molecule of C22H18ClN3O5S in a non-equilibrium geometry. Source: the OMol25 dataset; level of theory: ωB97M-V with the def2-TZVPD basis set.

As for the calculated total energy: -2248.01246 Eh. The value obtained for the energy above the lowest of the compared OMol25 structures with the same formula, charge and spin is 106.7 kJ/mol. The LUMO energy comes out at -0.001 hartree. Its structure (SMILES) is CC(=O)Nc1ccc(S(=O)(=O)Oc2ccc(/C=N/NC(=O)c3ccc(Cl)cc3)cc2)cc1.

Geometry (Å):
1 C -2.865 -5.908 -0.503
2 C -3.151 -4.546 0.088
3 O -3.239 -4.335 1.273
4 N -3.294 -3.583 -0.882
5 C -3.568 -2.228 -0.736
6 C -3.789 -1.634 0.507
7 C -4.055 -0.279 0.583
8 C -4.102 0.474 -0.572
9 C -3.888 -0.095 -1.812
10 C -3.625 -1.447 -1.896
11 H -3.461 -1.907 -2.860
12 H -3.941 0.531 -2.688
13 S -4.334 2.235 -0.489
14 O -5.026 2.714 -1.636
15 O -4.796 2.615 0.809
16 O -2.794 2.721 -0.709
17 C -1.800 2.249 0.111
18 C -1.953 2.159 1.489
19 C -0.917 1.671 2.261
20 C 0.286 1.272 1.678
21 C 0.429 1.377 0.291
22 C -0.603 1.855 -0.485
23 H -0.504 1.939 -1.556
24 H 1.360 1.067 -0.157
25 C 1.363 0.768 2.502
26 N 2.486 0.453 1.991
27 N 3.471 -0.005 2.767
28 C 4.698 -0.415 2.310
29 O 5.476 -0.931 3.087
30 C 5.000 -0.212 0.871
31 C 4.550 0.885 0.141
32 C 4.895 1.023 -1.190
33 C 5.693 0.064 -1.795
34 C 6.167 -1.024 -1.077
35 C 5.825 -1.151 0.254
36 H 6.191 -1.982 0.837
37 H 6.799 -1.755 -1.556
38 Cl 6.112 0.234 -3.462
39 H 4.551 1.873 -1.758
40 H 3.939 1.638 0.612
41 H 3.306 -0.150 3.769
42 H 1.171 0.674 3.577
43 H -1.040 1.603 3.332
44 H -2.881 2.476 1.937
45 H -4.241 0.200 1.530
46 H -3.750 -2.237 1.398
47 H -3.182 -3.890 -1.839
48 H -2.772 -6.632 0.301
49 H -3.675 -6.210 -1.163
50 H -1.937 -5.885 -1.071

A cluster of 2 separate species, C6H14NO2S3 in total in a non-equilibrium geometry. Source: the OMol25 dataset; level of theory: ωB97M-V with the def2-TZVPD basis set.

As for the calculated total energy: -1636.80769 Eh. The value obtained for the energy above the lowest of the compared OMol25 structures with the same formula, charge and spin is 0.0 kJ/mol. As for the charge: -1. The LUMO energy (spin up / spin down) comes out at 0.095 / 0.095 hartree.

Geometry (Å):
1 C 2.022 -0.634 0.763
2 C -2.700 0.822 1.780
3 C 0.992 -1.353 -1.957
4 C -0.352 0.050 1.270
5 C 0.549 -0.826 0.374
6 C -1.740 0.350 0.702
7 N 0.246 -0.586 -1.007
8 O 2.099 1.401 -2.694
9 O 1.771 2.299 -0.432
10 S -0.414 2.780 -2.244
11 S -2.460 -1.120 -0.133
12 S 1.159 1.770 -1.646
13 H 2.152 -0.818 1.828
14 H 2.329 0.382 0.537
15 H 2.655 -1.325 0.210
16 H -2.301 1.699 2.288
17 H -3.661 1.076 1.339
18 H -2.857 0.030 2.513
19 H 0.371 -1.494 -2.847
20 H 1.908 -0.839 -2.277
21 H 1.280 -2.340 -1.568
22 H 0.147 1.008 1.435
23 H -0.458 -0.453 2.237
24 H 0.295 -1.888 0.577
25 H -1.653 1.102 -0.086
26 H -1.378 -1.092 -0.962

A structure of composition C40H29ClInN9O5. Source: the OMol25 dataset; level of theory: ωB97M-V with the def2-TZVPD basis set.

As for the calculated total energy: -3061.21366 Eh. The value obtained for the energy above the lowest of the compared OMol25 structures with the same formula, charge and spin is 0.0 kJ/mol. As for the charge: -2. The LUMO energy comes out at 0.144 hartree.

Geometry (Å):
1 In 0.456 1.077 0.020
2 O -2.550 -4.618 0.878
3 C -2.438 -4.113 2.083
4 O -2.963 -4.623 3.054
5 C -1.627 -2.870 2.215
6 C -1.325 -2.240 3.405
7 Cl -1.702 -2.643 5.018
8 N -0.586 -1.144 3.124
9 N -0.399 -1.016 1.803
10 C -1.013 -2.035 1.239
11 C -0.989 -2.109 -0.273
12 O -1.413 -3.175 -0.797
13 O -0.532 -1.122 -0.868
14 C -0.020 -0.172 4.001
15 C -0.869 0.599 4.779
16 C -0.341 1.564 5.619
17 C 1.032 1.756 5.655
18 C 1.866 0.985 4.859
19 C 1.362 -0.001 4.015
20 H -2.060 -4.037 0.158
21 H -1.937 0.446 4.701
22 H -1.003 2.180 6.214
23 H 1.457 2.519 6.296
24 H 2.937 1.147 4.883
25 H 2.264 -0.448 2.120
26 C 2.272 -0.821 3.147
27 H 1.954 -1.864 3.113
28 H 3.294 -0.776 3.523
29 N -1.191 3.944 -0.997
30 C -0.828 3.201 -2.071
31 O -0.657 1.962 -1.952
32 C -0.648 3.884 -3.322
33 C -0.888 5.267 -3.426
34 N -1.108 6.403 -3.508
35 C -0.147 3.186 -4.438
36 N 0.262 2.625 -5.365
37 H -1.270 4.942 -1.074
38 H -1.265 3.494 -0.087
39 N -1.244 2.002 1.221
40 C -2.392 1.784 1.676
41 C -3.207 0.559 1.338
42 C -3.887 -0.171 2.312
43 C -4.557 -1.342 1.985
44 C -4.579 -1.780 0.668
45 C -3.923 -1.047 -0.313
46 C -3.234 0.111 0.021
47 C -3.055 2.787 2.605
48 C -4.438 2.920 2.719
49 C -4.994 3.891 3.542
50 C -4.175 4.736 4.277
51 C -2.794 4.610 4.172
52 C -2.243 3.650 3.339
53 H -3.882 0.177 3.340
54 H -5.039 -1.927 2.760
55 H -5.077 -2.707 0.411
56 H -3.908 -1.400 -1.336
57 H -2.677 0.658 -0.732
58 H -5.082 2.262 2.149
59 H -6.072 3.989 3.607
60 H -4.609 5.490 4.923
61 H -2.146 5.267 4.740
62 H -1.172 3.544 3.219
63 C 2.501 -2.442 -1.123
64 C 3.701 -2.131 -0.507
65 N 4.419 -1.045 -0.804
66 C 3.936 -0.234 -1.738
67 C 2.765 -0.479 -2.459
68 C 2.030 -1.604 -2.121
69 C 2.266 0.463 -3.483
70 C 2.917 0.919 -4.555
71 C 4.245 0.507 -5.035
72 C 4.801 -0.761 -4.825
73 C 6.041 -1.014 -5.367
74 N 6.724 -0.113 -6.079
75 C 6.103 1.050 -6.238
76 N 4.915 1.406 -5.772
77 H 1.928 -3.311 -0.826
78 H 4.110 -2.773 0.267
79 H 4.509 0.664 -1.949
80 H 1.078 -1.802 -2.595
81 H 1.255 0.833 -3.321
82 H 2.428 1.666 -5.170
83 H 4.273 -1.519 -4.268
84 H 6.514 -1.981 -5.230
85 H 6.628 1.798 -6.825